DFT (ωB97M-V with the def2-TZVPD basis set) results for a 13-piece molecular cluster, C47H99NO34 overall at a distorted geometry.

The geometry in XYZ format:
```
181
C47H99NO34 | the OMol25 dataset | ωB97M-V with the def2-TZVPD basis set
N 16.381 5.215 -3.034
H 17.363 5.426 -2.806
H 16.004 4.555 -2.338
H 16.308 4.810 -3.980
H 15.784 6.024 -2.887
C 18.431 3.743 -7.094
C 16.968 4.037 -6.902
C 16.070 3.214 -7.863
O 16.501 4.049 -5.608
H 19.124 4.418 -6.581
H 18.734 3.871 -8.142
H 18.716 2.733 -6.775
H 16.813 5.061 -7.301
H 15.060 3.620 -7.817
H 16.091 2.162 -7.558
H 16.371 3.252 -8.912
C 17.847 0.850 -10.230
C 18.367 0.274 -11.527
O 19.705 -0.176 -11.323
C 20.346 -0.819 -12.282
O 19.865 -1.107 -13.349
O 21.583 -1.078 -11.869
C 22.485 -1.571 -12.863
H 16.832 1.239 -10.330
H 18.423 1.750 -9.993
H 17.785 0.228 -9.337
H 18.193 1.006 -12.314
H 17.807 -0.632 -11.773
H 22.261 -2.631 -12.987
H 23.455 -1.558 -12.366
H 22.478 -0.985 -13.777
C 17.871 -0.143 -5.280
C 16.659 -1.040 -5.505
O 15.652 -0.829 -4.535
C 15.308 -1.760 -3.653
O 15.864 -2.793 -3.425
O 14.309 -1.233 -2.930
C 13.503 -2.096 -2.169
H 18.124 -0.118 -4.218
H 17.605 0.870 -5.578
H 18.711 -0.637 -5.766
H 16.968 -2.087 -5.550
H 16.311 -0.846 -6.521
H 13.973 -3.057 -1.960
H 12.560 -2.309 -2.678
H 13.208 -1.649 -1.220
C 15.540 2.885 -12.809
C 16.380 3.881 -12.040
O 15.636 4.483 -10.973
C 15.160 5.739 -11.073
O 15.245 6.431 -12.057
O 14.493 6.005 -9.983
C 13.741 7.172 -9.780
H 15.104 2.147 -12.132
H 16.208 2.321 -13.462
H 14.706 3.322 -13.356
H 16.867 4.645 -12.644
H 17.141 3.367 -11.452
H 12.756 7.185 -10.247
H 14.258 8.016 -10.250
H 13.683 7.394 -8.719
C 19.315 10.061 -7.513
C 19.752 9.257 -6.302
O 19.904 7.900 -6.666
C 21.079 7.419 -7.089
O 22.077 8.056 -7.323
O 20.939 6.119 -7.091
C 22.015 5.215 -7.212
H 18.252 9.944 -7.729
H 19.891 9.777 -8.395
H 19.485 11.136 -7.426
H 18.954 9.288 -5.561
H 20.647 9.661 -5.829
H 22.351 4.904 -6.224
H 22.866 5.698 -7.698
H 21.778 4.373 -7.856
C 21.154 1.252 -8.153
C 22.487 0.951 -7.479
O 22.763 2.055 -6.597
C 23.831 2.036 -5.859
O 24.683 1.193 -5.767
O 23.880 3.222 -5.199
C 24.870 3.401 -4.209
H 20.394 0.846 -7.484
H 21.062 0.661 -9.067
H 21.006 2.297 -8.409
H 23.287 0.845 -8.211
H 22.376 0.053 -6.875
H 25.855 3.670 -4.595
H 25.059 2.501 -3.622
H 24.556 4.207 -3.550
C 12.352 1.303 0.902
C 13.444 2.113 0.215
O 13.276 2.029 -1.206
C 14.212 2.512 -2.015
O 15.222 3.083 -1.649
O 13.899 2.173 -3.231
C 14.761 2.529 -4.307
H 12.383 0.265 0.574
H 11.378 1.718 0.647
H 12.518 1.331 1.978
H 14.437 1.729 0.457
H 13.427 3.158 0.525
H 15.730 2.055 -4.171
H 14.935 3.604 -4.368
H 14.314 2.260 -5.260
C 20.721 2.519 -3.807
C 19.845 3.691 -3.312
O 20.595 4.441 -2.350
C 19.964 5.417 -1.702
O 18.808 5.764 -1.836
O 20.789 5.882 -0.804
C 20.427 6.951 0.067
H 20.697 1.708 -3.083
H 21.753 2.847 -3.930
H 20.407 2.272 -4.820
H 18.874 3.353 -2.944
H 19.571 4.375 -4.120
H 19.954 6.532 0.956
H 19.713 7.658 -0.351
H 21.363 7.429 0.335
C 8.488 4.170 -6.885
C 9.260 4.731 -8.076
O 10.384 5.504 -7.688
C 11.542 4.889 -7.538
O 11.809 3.759 -7.830
O 12.381 5.794 -6.988
C 13.722 5.271 -6.836
H 7.476 3.946 -7.228
H 8.335 4.878 -6.073
H 8.984 3.254 -6.569
H 8.644 5.380 -8.701
H 9.502 3.941 -8.790
H 14.459 6.027 -6.575
H 14.045 4.818 -7.771
H 13.640 4.556 -6.022
C 18.561 6.865 -9.426
C 18.922 6.662 -10.864
O 19.160 5.287 -11.194
C 20.347 4.787 -10.868
O 21.273 5.336 -10.324
O 20.357 3.540 -11.326
C 21.562 2.801 -11.202
H 19.390 6.567 -8.790
H 17.619 6.400 -9.131
H 18.482 7.953 -9.333
H 19.794 7.291 -11.066
H 18.172 7.057 -11.550
H 22.263 3.164 -11.957
H 21.403 1.732 -11.303
H 22.092 2.960 -10.263
C 13.687 -2.060 -14.215
C 14.086 -0.621 -13.822
O 14.728 -0.525 -12.558
C 14.099 -0.649 -11.409
O 12.909 -0.774 -11.266
O 15.004 -0.530 -10.445
C 14.702 -0.608 -9.069
H 13.054 -2.115 -15.093
H 13.236 -2.502 -13.324
H 14.600 -2.655 -14.291
H 13.190 -0.011 -13.928
H 14.813 -0.296 -14.563
H 14.245 -1.562 -8.806
H 14.035 0.225 -8.832
H 15.643 -0.460 -8.545
C 16.870 7.234 -5.885
C 15.542 7.903 -6.198
O 15.594 9.320 -6.207
C 15.366 10.007 -5.088
O 14.956 9.532 -4.063
O 15.589 11.300 -5.233
C 16.034 11.893 -6.444
H 17.416 7.733 -5.082
H 17.508 7.079 -6.753
H 16.748 6.238 -5.448
H 14.798 7.505 -5.507
H 15.214 7.586 -7.187
H 16.011 12.972 -6.296
H 15.364 11.650 -7.265
H 17.084 11.667 -6.618
```

total charge	0
HOMO	-7.15	eV
spin multiplicity	1